[1]
A 9-piece molecular cluster, C48H102N4O13S3 overall in a non-equilibrium geometry, computed with ωB97M-V/def2-TZVPD.

Output
Lowest unoccupied orbital energy   0.154 eV
HOMO energy   -0.291 Eh

Geometry (Å):
C (-0.00172, -9.50229, 1.01072)
C (-0.62708, -8.49013, 1.98271)
C (-0.39520, -7.10576, 1.30449)
C (-1.34216, -6.05167, 1.85587)
C (-2.78658, -6.49156, 1.84420)
C (-3.04254, -7.82563, 2.54060)
N (-2.03359, -8.79646, 2.10316)
O (-2.20921, -10.08238, 2.70370)
C (-3.03798, -7.66392, 4.08095)
C (-4.40535, -8.37434, 2.12433)
C (0.17470, -8.52146, 3.27576)
H (-0.54155, -9.52247, 0.06377)
H (-0.05501, -10.50125, 1.44734)
H (1.03687, -9.22672, 0.82441)
H (0.61165, -6.83312, 1.62152)
H (-0.49237, -7.23377, 0.22753)
H (-1.25005, -5.12643, 1.27776)
H (-1.02282, -5.80579, 2.87156)
H (-3.29194, -6.42106, 0.87838)
H (-3.32274, -5.75991, 2.46124)
H (-3.64288, -8.42434, 4.57279)
H (-2.03403, -7.66502, 4.49698)
H (-3.49811, -6.71598, 4.37848)
H (-4.51349, -8.21495, 1.04375)
H (-4.63569, -9.39875, 2.38915)
H (-5.18331, -7.70239, 2.50768)
H (-0.03788, -7.71551, 3.97727)
H (1.25611, -8.51665, 3.09758)
H (0.05290, -9.47248, 3.80729)
H (-2.62867, -10.57832, 1.99484)
C (1.82117, -1.29292, 9.20291)
C (1.54875, -1.14240, 10.71051)
C (1.20589, 0.30079, 10.95650)
C (0.59186, 0.52934, 12.34707)
C (-0.63992, -0.35761, 12.56047)
C (-0.33983, -1.83404, 12.28688)
N (0.40407, -1.94152, 11.04432)
O (0.49462, -3.26214, 10.57682)
C (0.45902, -2.38967, 13.48249)
C (-1.66846, -2.56401, 12.17231)
C (2.86890, -1.55952, 11.37887)
H (0.92943, -0.92887, 8.68188)
H (2.03844, -2.30820, 8.88376)
H (2.65250, -0.66007, 8.90949)
H (2.13055, 0.89024, 10.96012)
H (0.55438, 0.77509, 10.21943)
H (0.30448, 1.58395, 12.39387)
H (1.34842, 0.39059, 13.12489)
H (-1.40488, 0.06320, 11.90415)
H (-0.93176, -0.30875, 13.61101)
H (-0.23750, -2.63688, 14.28383)
H (0.93892, -3.31148, 13.14031)
H (1.25707, -1.73221, 13.81458)
H (-2.22880, -2.24268, 11.28826)
H (-1.53842, -3.64287, 12.17560)
H (-2.34049, -2.20803, 12.95963)
H (2.82002, -1.57939, 12.46946)
H (3.68699, -0.86474, 11.17058)
H (3.18526, -2.53265, 11.00148)
H (-0.09140, -3.28197, 9.81061)
C (10.45505, -4.17764, 4.76734)
C (9.53367, -5.36766, 4.97216)
C (8.98485, -5.23796, 6.40267)
C (7.72781, -6.06491, 6.67004)
C (6.66647, -5.76008, 5.63587)
C (7.13453, -5.90794, 4.19528)
N (8.41826, -5.25418, 4.03779)
O (8.87066, -5.36118, 2.69856)
C (7.13351, -7.38745, 3.77220)
C (6.11101, -5.20112, 3.31058)
C (10.29876, -6.67662, 4.86266)
H (10.95788, -4.25150, 3.79732)
H (11.28607, -4.16240, 5.47709)
H (9.90937, -3.23769, 4.83575)
H (9.71469, -5.72494, 7.06426)
H (8.97000, -4.21505, 6.77831)
H (7.32101, -5.75704, 7.63740)
H (7.99899, -7.11982, 6.68741)
H (6.33284, -4.71699, 5.70302)
H (5.75930, -6.34737, 5.81219)
H (6.16254, -7.86733, 3.90257)
H (7.50172, -7.47741, 2.75102)
H (7.79886, -7.99048, 4.39861)
H (6.38545, -5.27680, 2.25577)
H (5.10665, -5.61582, 3.39446)
H (6.09716, -4.13921, 3.57738)
H (11.16562, -6.76566, 5.52374)
H (10.67461, -6.89272, 3.85699)
H (9.70343, -7.56627, 5.08847)
H (8.80203, -4.46930, 2.34304)
C (3.89248, 1.62377, 6.65465)
C (4.64878, 1.00623, 5.46231)
C (5.78246, 1.97021, 5.08709)
C (7.00437, 1.96684, 5.98488)
C (7.50495, 0.53142, 6.23093)
C (6.42435, -0.47914, 6.59849)
N (5.27613, -0.27999, 5.74074)
O (4.33524, -1.33150, 5.91611)
C (7.00374, -1.85077, 6.29451)
C (6.13782, -0.38636, 8.10597)
C (3.74081, 0.87016, 4.25633)
H (2.92216, 1.14168, 6.78074)
H (3.73774, 2.68954, 6.49097)
H (4.43654, 1.45722, 7.58008)
H (6.16926, 1.76915, 4.08114)
H (5.35758, 2.97731, 5.04915)
H (6.87668, 2.45360, 6.95817)
H (7.82239, 2.50474, 5.50184)
H (8.29611, 0.59902, 6.98319)
H (8.04618, 0.23213, 5.32412)
H (6.41257, -2.69245, 6.66096)
H (7.18174, -1.99806, 5.22563)
H (7.99855, -1.99360, 6.73395)
H (5.18744, -0.88851, 8.31049)
H (6.86717, -0.95051, 8.69447)
H (6.10714, 0.62915, 8.49867)
H (3.44837, 1.87643, 3.93475)
H (2.81245, 0.35716, 4.51405)
H (4.23212, 0.42020, 3.39546)
H (4.13822, -1.62603, 5.00819)
C (3.50679, -7.23104, 10.73132)
S (3.73328, -6.77805, 9.01092)
O (2.37425, -6.57476, 8.43656)
C (4.54443, -5.18807, 9.29300)
H (2.59281, -6.81547, 11.14385)
H (4.45093, -7.00939, 11.23552)
H (3.49793, -8.32107, 10.80518)
H (5.44546, -5.33514, 9.88118)
H (3.80062, -4.58590, 9.82641)
H (4.75699, -4.68418, 8.35158)
C (-3.74118, -3.20855, 6.66393)
S (-3.49658, -1.98209, 7.94941)
O (-3.44501, -2.72897, 9.23391)
C (-1.79570, -1.52680, 7.54341)
H (-3.38050, -2.90092, 5.68657)
H (-4.79056, -3.49399, 6.68315)
H (-3.17685, -4.08624, 6.97966)
H (-1.21732, -2.43999, 7.67902)
H (-1.47825, -0.81163, 8.30168)
H (-1.75836, -1.08083, 6.55367)
C (1.17774, -2.45173, 2.18916)
S (2.88971, -1.93722, 2.34198)
O (3.30716, -2.65854, 3.58899)
C (3.50262, -2.94381, 0.97424)
H (1.15198, -3.54624, 2.21269)
H (0.74134, -2.10388, 1.25406)
H (0.61249, -2.16860, 3.07588)
H (3.25012, -2.52351, 0.00390)
H (3.00576, -3.90535, 1.11504)
H (4.57171, -3.11214, 1.07927)
C (2.39303, -5.45242, 5.40582)
C (2.40770, -4.17433, 6.22037)
O (1.01699, -3.81035, 6.22697)
C (0.38280, -4.43257, 5.21946)
O (-0.75378, -4.23409, 4.91097)
O (1.19666, -5.31941, 4.62495)
H (2.30435, -6.35809, 6.00973)
H (3.27194, -5.58662, 4.77952)
H (2.99495, -3.40254, 5.72984)
H (2.76633, -4.19661, 7.24401)
C (-0.82977, -5.76391, 8.77683)
C (-0.47049, -6.96195, 7.88549)
O (-1.75588, -7.56536, 7.65175)
C (-2.73600, -6.67899, 7.93997)
O (-3.87784, -6.78813, 7.62539)
O (-2.24661, -5.61327, 8.61993)
H (-0.32588, -4.86930, 8.40875)
H (-0.61872, -5.91481, 9.83249)
H (0.02633, -7.62738, 8.58616)
H (0.08662, -6.78223, 6.97549)


[2]
A 14-piece molecular cluster, C48H106F2O36S12 overall in a non-equilibrium geometry, computed with ωB97M-V/def2-TZVPD.

Output
Lowest unoccupied orbital energy   -0.406 eV
HOMO energy   -0.341 Eh

Geometry (Å):
O (-1.35851, 7.91277, 3.74616)
S (-2.62633, 8.24375, 3.12345)
O (-3.18401, 9.61642, 3.26645)
O (-2.41002, 7.88477, 1.50021)
C (-1.70609, 6.76345, 1.12874)
C (-0.27858, 7.12905, 0.74672)
C (-3.87597, 6.87802, 3.53966)
H (-2.21618, 6.36335, 0.25249)
H (-1.76852, 5.94973, 1.85129)
H (-0.22155, 7.90079, -0.02091)
H (0.36021, 6.34275, 0.34450)
H (0.23950, 7.45951, 1.64699)
H (-3.63436, 5.84535, 3.28805)
H (-4.81001, 7.19653, 3.07681)
H (-3.98451, 6.91813, 4.62350)
O (1.20543, 1.92087, -0.04008)
S (1.31805, 0.48333, -0.16402)
O (2.53132, -0.18569, 0.33187)
O (-0.05989, -0.28285, 0.58074)
C (-1.22708, 0.49001, 0.64168)
C (-2.37057, -0.32924, 1.34748)
C (1.10206, -0.02964, -1.89298)
H (-1.58408, 0.63005, -0.37865)
H (-1.07060, 1.43717, 1.15791)
H (-2.65498, -1.09558, 0.62642)
H (-3.24760, 0.30281, 1.48695)
H (-1.92599, -0.72252, 2.26167)
H (0.16065, 0.43475, -2.18661)
H (0.94036, -1.10749, -1.87855)
H (2.04651, 0.28100, -2.33973)
O (-3.79071, 2.55160, -9.23380)
S (-3.75451, 4.02553, -9.23758)
O (-4.91375, 4.71948, -9.79576)
O (-3.43768, 4.51389, -7.69314)
C (-2.71413, 3.66177, -6.85318)
C (-2.23854, 4.64103, -5.76347)
C (-2.18454, 4.51085, -10.03170)
H (-1.84194, 3.21937, -7.33449)
H (-3.35443, 2.85517, -6.49608)
H (-1.57104, 4.10861, -5.08592)
H (-3.07359, 5.06737, -5.20757)
H (-1.66348, 5.47715, -6.16135)
H (-1.35613, 4.36544, -9.33838)
H (-2.31169, 5.54986, -10.33566)
H (-2.11479, 3.90882, -10.93768)
O (-3.48642, 2.74206, 8.45294)
S (-2.74721, 2.90923, 7.18803)
O (-3.47014, 2.71653, 5.87982)
O (-1.93749, 4.34959, 7.13305)
C (-1.06537, 4.73949, 8.25887)
C (-1.41749, 6.11720, 8.77750)
C (-1.25557, 1.81290, 7.18963)
H (-0.02991, 4.68200, 7.92329)
H (-1.29201, 4.02583, 9.05097)
H (-0.62695, 6.43682, 9.45644)
H (-2.34457, 6.08314, 9.34973)
H (-1.53046, 6.76885, 7.91106)
H (-0.94946, 1.69664, 8.22928)
H (-0.50066, 2.17351, 6.49095)
H (-1.51088, 0.85185, 6.74320)
O (8.01259, 4.47509, 4.50462)
S (8.35077, 3.89340, 3.18216)
O (9.50516, 2.97700, 2.91064)
O (7.01088, 3.12553, 2.57249)
C (5.75900, 3.77637, 2.94436)
C (5.14649, 2.92186, 4.06902)
C (8.42415, 5.24937, 2.00259)
H (5.17054, 3.84739, 2.02960)
H (5.75112, 4.84027, 3.18131)
H (5.73504, 2.89084, 4.98594)
H (5.05847, 1.89844, 3.70437)
H (4.15942, 3.31089, 4.31893)
H (7.58373, 5.94325, 2.02074)
H (8.39957, 4.72810, 1.04563)
H (9.33250, 5.82575, 2.17804)
O (10.00032, -3.67131, -0.42339)
S (10.38847, -2.66764, 0.53547)
O (10.66712, -2.95653, 1.94056)
O (11.74522, -1.98982, -0.09649)
C (11.81568, -1.47672, -1.40831)
C (11.83025, 0.08636, -1.37650)
C (9.18484, -1.27360, 0.45647)
H (10.95872, -1.83734, -1.97724)
H (12.75634, -1.76598, -1.87690)
H (12.57128, 0.48135, -0.68155)
H (10.88763, 0.49911, -1.01705)
H (12.00853, 0.44293, -2.39098)
H (9.11896, -0.92272, -0.57341)
H (9.52455, -0.47533, 1.11635)
H (8.22594, -1.62954, 0.83321)
O (-5.50139, -10.08827, 4.57171)
S (-4.93395, -9.78851, 3.24333)
O (-5.49169, -10.39008, 2.01134)
O (-4.75998, -8.17801, 2.98526)
C (-4.22246, -7.36135, 4.00802)
C (-4.66682, -5.96460, 3.57919)
C (-3.05801, -10.21849, 3.24008)
H (-3.14264, -7.35568, 4.15645)
H (-4.60927, -7.62223, 4.99313)
H (-4.38590, -5.22411, 4.32809)
H (-5.75005, -6.03272, 3.67950)
H (-4.29865, -5.70132, 2.58760)
H (-2.65835, -10.00965, 2.24774)
H (-2.83675, -11.26265, 3.46116)
H (-2.56490, -9.58933, 3.98111)
O (-5.77865, 3.75326, -1.77445)
S (-7.03301, 4.44500, -1.41458)
O (-7.02426, 5.70183, -0.69393)
O (-7.95420, 4.78709, -2.75824)
C (-7.88029, 3.85779, -3.86091)
C (-7.95043, 4.74325, -5.08843)
C (-8.22240, 3.20081, -0.59042)
H (-8.67807, 3.12431, -3.74404)
H (-6.89405, 3.41393, -3.99660)
H (-8.02508, 4.15573, -6.00350)
H (-7.04216, 5.34207, -5.15596)
H (-8.74236, 5.48414, -4.97878)
H (-9.15247, 3.75643, -0.47063)
H (-7.77327, 2.84542, 0.33698)
H (-8.22358, 2.38278, -1.31079)
O (3.76260, -3.50273, 7.43679)
S (2.56269, -2.93943, 6.89301)
O (2.34834, -1.53506, 6.64362)
O (2.20995, -3.77523, 5.46323)
C (1.26409, -3.21851, 4.57279)
C (1.01502, -4.20110, 3.44100)
C (1.15285, -3.57093, 7.89438)
H (1.65057, -2.26314, 4.21782)
H (0.34803, -2.95868, 5.10329)
H (2.02580, -4.42527, 3.10017)
H (0.45434, -3.78272, 2.60512)
H (0.53727, -5.10968, 3.80753)
H (1.46727, -4.53753, 8.28798)
H (0.22771, -3.68351, 7.32909)
H (0.99277, -2.89105, 8.73118)
O (1.32356, -3.04454, -9.12246)
S (0.81825, -2.45535, -7.89808)
O (0.90042, -3.15882, -6.63534)
O (1.61417, -0.98428, -7.71205)
C (3.00993, -0.92389, -8.03075)
C (3.93221, -1.95600, -7.25881)
C (-0.90188, -1.83112, -8.13193)
H (3.41402, 0.07362, -7.85815)
H (3.19778, -0.84855, -9.10179)
H (3.79761, -2.96156, -7.65734)
H (3.74547, -2.01669, -6.18664)
H (4.97692, -1.72737, -7.46954)
H (-1.62551, -2.61110, -7.89511)
H (-1.03650, -1.56465, -9.18025)
H (-0.95474, -0.95739, -7.48239)
O (7.60201, 3.02868, -3.08420)
S (7.03104, 2.15951, -4.15617)
O (6.69019, 0.75174, -3.86712)
O (5.76224, 2.93890, -4.87146)
C (5.31258, 4.21341, -4.25199)
C (3.87264, 4.40816, -4.72106)
C (8.22441, 2.20428, -5.59458)
H (5.95573, 5.02279, -4.59747)
H (5.24222, 4.22941, -3.16438)
H (3.27920, 3.49395, -4.70875)
H (3.77098, 4.94768, -5.66270)
H (3.36851, 4.99516, -3.95335)
H (7.89654, 1.44814, -6.30792)
H (9.20605, 1.98150, -5.17642)
H (8.25988, 3.18609, -6.06669)
O (2.13281, -7.94247, 0.40977)
S (1.41853, -7.67619, -0.84858)
O (0.01023, -7.37283, -0.74992)
O (2.21318, -6.42661, -1.65387)
C (3.63550, -6.38107, -1.48162)
C (3.91809, -4.83399, -1.34546)
C (1.71651, -9.09689, -1.99914)
H (4.07283, -6.81789, -2.37941)
H (3.98036, -6.82969, -0.55000)
H (3.22835, -4.39220, -0.62631)
H (3.59930, -4.36910, -2.27838)
H (4.95606, -4.60712, -1.10205)
H (2.75694, -9.42078, -1.97267)
H (1.36642, -8.71466, -2.95801)
H (1.03883, -9.92975, -1.81158)
F (-3.54739, -1.71931, -3.24593)
C (-4.30978, -2.58609, -2.64295)
C (-5.58095, -2.25832, -2.34679)
C (-6.47497, -3.21872, -1.76947)
C (-6.02978, -4.47301, -1.55435)
C (-4.72248, -4.82592, -1.81199)
C (-3.82232, -3.86722, -2.30679)
H (-5.87036, -1.25130, -2.60861)
H (-7.48608, -2.90792, -1.55163)
H (-6.69625, -5.16384, -1.05940)
H (-4.54832, -5.84448, -1.49795)
H (-2.78100, -4.03387, -2.53976)
F (-10.07314, -1.57747, 3.69217)
C (-9.31676, -2.09479, 4.68683)
C (-8.12354, -1.42904, 5.01671)
C (-7.42843, -1.93789, 6.09498)
C (-7.82908, -3.15016, 6.74307)
C (-8.97759, -3.85364, 6.34001)
C (-9.69660, -3.31040, 5.29801)
H (-7.83624, -0.50299, 4.54102)
H (-6.48816, -1.47986, 6.36422)
H (-7.17582, -3.50461, 7.52667)
H (-9.32012, -4.77856, 6.78002)
H (-10.64438, -3.73377, 4.99995)


Ordered HOMO-LUMO gap results: 8.08, 8.86; unit eV.